Computed, not measured: As2F12H24O12 as an isolated structure in a non-equilibrium geometry, with ωB97M-V with the def2-TZVPD basis set.

Geometry as XYZ:
```
50
As2F12H24O12 ωB97M-V with the def2-TZVPD basis set
As -0.58 -0.20 -0.14
F -2.01 0.64 -0.84
F 0.61 0.90 -0.89
F 0.80 -1.01 0.65
F -1.70 -1.39 0.71
F -0.48 -1.35 -1.55
F -0.73 0.89 1.27
As 4.44 2.29 -0.70
F 3.48 1.38 0.54
F 4.00 3.81 0.14
F 5.52 3.12 -1.97
F 4.91 0.73 -1.46
F 2.99 2.39 -1.74
F 5.91 2.18 0.40
O -3.09 1.97 2.17
H -2.41 1.59 1.61
H -2.70 2.00 3.04
O 1.67 1.65 2.66
H 1.81 1.58 1.72
H 1.33 0.80 2.93
O -2.41 -1.81 3.58
H -2.62 -2.70 3.30
H -3.23 -1.48 3.96
O 0.01 -2.12 -3.94
H -0.38 -1.29 -4.22
H -0.21 -2.17 -3.01
O 0.94 -3.55 0.04
H 1.12 -2.63 0.21
H 0.99 -3.96 0.91
O -2.86 -3.96 1.20
H -2.74 -4.32 0.32
H -2.38 -3.13 1.18
O 3.59 -1.23 1.93
H 3.39 -0.31 1.78
H 2.76 -1.69 1.77
O -1.28 3.72 -0.03
H -0.93 2.83 -0.10
H -0.66 4.26 -0.52
O -3.90 2.00 -2.48
H -4.39 2.47 -1.80
H -3.33 1.40 -2.01
O -3.46 -1.79 -3.58
H -3.93 -1.03 -3.91
H -2.53 -1.57 -3.69
O 1.99 0.42 -3.33
H 1.05 0.47 -3.15
H 2.41 0.76 -2.54
O 0.06 -0.34 3.31
H -0.34 -1.13 3.67
H -0.51 -0.08 2.59
```

The max |F| comes out at 3.15 eV Å⁻¹. As for the orbital gap (spin up / spin down): 9.4 / 2.4 eV. The multiplicity is 2. Its net charge is -1. As for the total energy: -6587.39050 a.u. The calculation puts the HOMO energy (spin up / spin down) at -8.363 / -8.022 eV.